C56H67BN10O4P3Re | ωB97M-V/def2-TZVPD

Last column: Mulliken charge in e.
Positions of all 142 atoms, in Å:
Re (0.540, 0.359, -0.641)  1.491
C (3.314, -2.945, -3.972)  -1.607
C (2.728, -2.546, -2.662)  -0.105
C (2.829, -3.185, -1.439)  -1.131
C (2.138, -2.425, -0.509)  -0.201
N (1.574, -1.358, -1.176)  0.810
N (1.989, -1.454, -2.479)  1.106
B (1.766, -0.303, -3.461)  -1.283
N (2.407, 0.978, -2.879)  0.154
N (1.713, 1.619, -1.879)  0.683
C (1.989, 2.948, -2.014)  -0.762
C (2.985, 3.100, -2.969)  -0.863
C (3.205, 1.845, -3.514)  0.254
C (4.070, 1.469, -4.667)  -1.478
C (1.139, 4.079, -1.588)  1.205
C (-0.245, 3.952, -1.689)  -0.088
C (-1.070, 5.049, -1.503)  -0.777
C (-0.515, 6.294, -1.230)  -0.469
C (0.865, 6.438, -1.175)  -1.054
C (1.688, 5.338, -1.368)  -0.887
N (0.252, -0.020, -3.577)  0.801
N (-0.467, 0.290, -2.465)  0.462
C (-1.760, 0.419, -2.836)  -1.909
C (-1.852, 0.193, -4.203)  -0.909
C (-0.564, -0.076, -4.642)  0.590
C (-0.088, -0.385, -6.020)  -1.493
C (-2.825, 0.552, -1.835)  0.445
C (-2.732, 1.410, -0.812)  0.910
C (-3.432, 1.330, 0.471)  -0.157
C (-4.234, 0.347, 0.888)  -1.343
C (-4.746, -0.758, 0.025)  0.083
C (-3.846, -0.549, -1.933)  -0.424
C (2.093, -2.864, 0.911)  1.354
C (3.170, -3.639, 1.360)  -0.802
C (3.125, -4.281, 2.587)  -1.064
C (2.007, -4.151, 3.401)  -1.021
C (0.963, -3.332, 2.996)  -1.145
C (1.015, -2.690, 1.769)  0.998
H (3.873, -3.870, -3.851)  0.517
H (2.538, -3.105, -4.720)  0.269
H (3.992, -2.182, -4.353)  0.261
H (3.329, -4.119, -1.254)  0.842
H (2.223, -0.569, -4.522)  -0.031
H (3.394, 4.033, -3.317)  0.666
H (4.623, 2.341, -5.006)  0.438
H (4.786, 0.696, -4.387)  0.307
H (3.477, 1.094, -5.500)  0.272
H (-0.666, 2.998, -1.977)  0.825
H (-2.142, 4.943, -1.608)  0.508
H (-1.155, 7.157, -1.102)  0.500
H (1.301, 7.413, -1.006)  0.485
H (2.764, 5.464, -1.353)  0.589
H (-2.741, 0.239, -4.810)  0.768
H (-0.940, -0.466, -6.690)  0.472
H (0.565, 0.403, -6.395)  0.273
H (0.467, -1.322, -6.048)  0.260
H (-1.962, 2.172, -0.857)  0.141
H (-3.174, 2.098, 1.182)  -0.103
H (-4.607, 0.382, 1.905)  0.473
H (-5.471, -1.379, 0.546)  0.714
H (-3.863, -0.995, -2.924)  0.644
H (4.052, -3.752, 0.744)  0.627
H (3.960, -4.892, 2.901)  0.454
H (1.958, -4.677, 4.346)  0.396
H (0.090, -3.205, 3.627)  0.565
H (0.204, -2.053, 1.473)  -0.233
C (2.496, 4.080, 1.426)  -0.596
N (1.127, 4.067, 1.943)  0.631
C (0.987, 4.960, 3.104)  -1.081
P (0.201, 2.744, 1.843)  -0.734
O (0.214, 2.149, 0.448)  0.657
O (0.837, 1.648, 2.857)  -1.253
P (1.944, 0.549, 2.436)  -1.318
O (1.410, -0.051, 1.148)  0.526
N (2.004, -0.388, 3.736)  0.491
C (3.236, -1.079, 4.141)  -1.141
C (0.917, -0.502, 4.714)  -0.436
N (3.387, 1.207, 2.139)  1.252
C (4.108, 1.052, 0.871)  -0.668
C (4.159, 1.834, 3.219)  -1.449
N (-1.280, 3.045, 2.424)  0.481
C (-1.749, 2.707, 3.772)  -0.824
C (-1.969, 4.207, 1.825)  -1.439
H (2.711, 5.057, 1.005)  0.545
H (2.627, 3.327, 0.652)  -0.339
H (3.197, 3.893, 2.242)  0.110
H (1.122, 5.991, 2.777)  0.339
H (1.745, 4.727, 3.855)  0.289
H (0.008, 4.871, 3.563)  0.390
H (3.635, -0.631, 5.052)  0.368
H (3.984, -1.034, 3.353)  0.320
H (3.006, -2.125, 4.327)  0.365
H (1.120, 0.121, 5.588)  0.386
H (0.841, -1.542, 5.028)  0.418
H (-0.032, -0.212, 4.273)  -0.449
H (3.650, 0.280, 0.256)  -0.023
H (5.134, 0.753, 1.086)  0.514
H (4.130, 1.990, 0.312)  0.118
H (3.534, 1.997, 4.095)  0.346
H (4.543, 2.797, 2.883)  0.633
H (5.007, 1.208, 3.499)  0.357
H (-1.114, 1.953, 4.227)  0.198
H (-2.766, 2.319, 3.707)  0.247
H (-1.758, 3.593, 4.411)  0.392
H (-1.583, 4.411, 0.826)  0.444
H (-1.836, 5.097, 2.442)  0.469
H (-3.036, 4.002, 1.753)  0.531
O (-1.042, -0.687, 0.068)  -0.276
P (-2.035, -1.883, 0.028)  -0.803
C (-2.437, -2.308, 1.718)  1.091
C (-3.186, -3.448, 2.017)  -0.613
C (-3.557, -3.706, 3.327)  -0.931
C (-3.197, -2.826, 4.339)  -0.975
C (-2.462, -1.685, 4.043)  -0.755
C (-2.078, -1.425, 2.737)  0.475
C (-3.674, -1.596, -0.769)  3.418
C (-5.225, -0.182, -1.345)  0.152
C (-6.380, -0.914, -1.954)  -1.221
C (-6.452, -2.234, -2.107)  -1.006
C (-5.419, -3.194, -1.717)  -0.815
C (-4.233, -2.956, -1.154)  -1.560
C (-1.266, -3.233, -0.866)  1.240
C (-0.872, -4.422, -0.257)  -0.137
C (-0.282, -5.425, -1.012)  -0.773
C (-0.084, -5.246, -2.373)  -1.081
C (-0.486, -4.065, -2.989)  -0.512
C (-1.076, -3.062, -2.241)  -0.037
H (-3.490, -4.135, 1.238)  0.502
H (-4.134, -4.592, 3.557)  0.518
H (-3.497, -3.027, 5.359)  0.480
H (-2.201, -0.998, 4.837)  0.458
H (-1.519, -0.529, 2.490)  -0.413
H (-5.419, 0.888, -1.320)  0.725
H (-7.217, -0.308, -2.277)  0.481
H (-7.343, -2.653, -2.556)  0.455
H (-5.651, -4.233, -1.924)  0.512
H (-3.605, -3.818, -0.980)  0.287
H (-1.032, -4.576, 0.801)  0.376
H (0.013, -6.352, -0.537)  0.526
H (0.367, -6.035, -2.960)  0.482
H (-0.364, -3.941, -4.057)  0.601
H (-1.426, -2.163, -2.739)  -0.204

Forces on atoms 1 to 2 (eV/Å):
-0.28 0.10 0.12
-0.02 0.01 0.02

Summary:
* ΔE to the lowest compared entry with this formula, charge and spin: 0.00 kJ/mol
* 2S+1: 4
* gap between HOMO and LUMO (alpha / beta): 7.7 / 5.8 eV
* M: 1234.2 g/mol
* net charge: +3